(1)
This record from the OMol25 dataset describes a cluster of 2 separate species, C7H11O in total in a non-equilibrium geometry. The level of theory is ωB97M-V/def2-TZVPD.

* M: 111.2 g mol⁻¹
* energy above the lowest of the compared OMol25 structures with the same formula, charge and spin: 114.3 kcal per mole
* max |F|: 5.07 eV Å⁻¹
* charge: -1

The geometry in XYZ format:
```
19
Properties=species:S:1:pos:R:3:forces:R:3
C 0.811 -1.795 0.420 -1.373 -1.282 0.332
O 1.489 -2.912 0.138 0.522 0.360 -0.137
C 1.456 -0.452 0.070 0.353 0.604 0.775
C 0.840 0.793 0.759 0.204 -2.440 1.091
C -0.686 0.760 0.591 1.911 1.061 -4.572
C -1.159 0.657 -0.756 -0.550 -0.247 3.097
C -2.141 2.918 -0.349 1.601 0.614 0.017
C -1.392 1.824 -0.049 -2.499 1.246 0.059
H -0.222 -1.833 -0.023 0.048 0.373 -0.434
H 0.472 -1.746 1.510 0.523 0.440 0.127
H 2.485 -0.524 0.425 0.213 -0.030 -0.189
H 1.479 -0.255 -1.001 -0.048 -0.261 -0.287
H 1.260 1.655 0.272 -0.375 0.765 -0.195
H 1.189 0.819 1.791 -0.315 -0.014 0.190
H -1.587 0.473 -1.719 0.642 -0.966 -0.375
H 0.231 -4.106 -2.605 -0.030 0.103 0.078
H -1.880 3.898 0.051 -0.422 -0.184 0.422
H -2.443 2.961 -1.391 -0.433 -0.078 0.037
H -0.369 -3.763 -2.882 0.028 -0.065 -0.035
```
Forces are in eV/Å.

---

(2)
This record from the OMol25 dataset describes the molecule C4H4N2O3S in a non-equilibrium geometry. The level of theory is ωB97M-V/def2-TZVPD.

* M: 160.2 g mol⁻¹
* energy above the lowest of the compared OMol25 structures with the same formula, charge and spin: 0.0 kcal per mole
* max |F|: 5.75 eV Å⁻¹
* charge: 0
* SMILES: CNC(=O)OC(=O)N=C=S

The geometry in XYZ format:
```
14
Properties=species:S:1:pos:R:3:forces:R:3
C 2.186 0.100 -0.388 1.102 -1.737 -3.338
N 1.147 0.755 0.298 3.578 4.506 -0.070
C -0.009 0.376 0.654 -4.172 -1.585 1.621
O -0.848 1.081 1.183 0.443 0.298 0.156
O -0.205 -0.975 0.459 0.583 -0.772 -0.546
C -1.421 -1.588 0.112 1.876 0.095 0.987
O -1.422 -2.770 -0.045 -0.486 0.845 -0.068
N -2.406 -0.685 0.074 -1.696 -0.045 -0.304
C -2.651 0.475 -0.154 -0.533 -0.818 -1.007
S -3.243 1.765 -0.781 0.011 0.456 0.351
H 3.154 0.431 -0.086 0.518 0.691 0.382
H 2.277 -0.996 -0.291 -0.817 0.464 0.503
H 2.155 0.224 -1.548 -0.182 0.144 1.877
H 1.284 1.807 0.513 -0.226 -2.541 -0.545
```
Forces are in eV/Å.

---

(3)
This record from the OMol25 dataset describes a cluster of 2 separate species, C10H16N2O3 in total in a non-equilibrium geometry. The level of theory is ωB97M-V/def2-TZVPD.

* M: 212.2 g mol⁻¹
* energy above the lowest of the compared OMol25 structures with the same formula, charge and spin: 78.6 kcal per mole
* max |F|: 6.96 eV Å⁻¹
* charge: 0
* SMILES: C=C(C)[C@@H]1CCNC1.COC(=O)N=C=O

The geometry in XYZ format:
```
31
Properties=species:S:1:pos:R:3:forces:R:3
C 0.161 2.124 1.112 1.063 0.394 0.546
C 0.276 1.596 -0.080 -1.781 0.803 -2.256
C -0.542 2.346 -1.159 0.631 0.217 0.303
C 0.941 0.337 -0.539 1.086 -0.422 0.565
C 1.000 -0.732 0.603 -1.016 0.068 2.011
C 2.536 -0.833 0.988 -2.683 -3.001 -1.450
N 3.217 -0.625 -0.271 0.231 1.258 -1.423
C 2.457 0.499 -0.927 0.747 0.319 0.841
H -0.410 3.054 1.170 0.484 -0.419 0.714
H 0.789 1.721 1.883 -0.261 0.130 0.878
H 0.092 2.326 -2.085 -0.485 0.943 0.640
H -0.858 3.392 -0.682 0.618 -2.270 -1.899
H -1.390 1.704 -1.477 0.110 0.599 0.298
H 0.546 0.074 -1.519 -0.891 -0.653 0.474
H 0.570 -1.750 0.464 0.515 0.602 -0.900
H 0.383 -0.447 1.547 0.968 0.089 -1.623
H 2.694 -0.179 1.814 0.983 0.894 0.161
H 2.626 -1.889 1.335 0.617 0.828 -0.052
H 3.234 -1.365 -0.955 -0.163 -0.898 0.784
H 2.554 0.668 -2.056 0.444 -0.581 1.746
H 2.945 1.276 -0.344 -0.596 1.167 -0.614
C -2.226 -3.217 0.079 -0.590 2.675 -6.393
O -2.537 -1.970 0.629 -0.155 0.425 0.279
C -2.339 -0.883 -0.102 -1.224 0.449 1.635
O -2.059 -0.785 -1.249 0.574 -0.356 -1.065
N -2.655 0.159 0.772 0.178 -1.062 -0.384
C -2.657 1.349 0.631 -0.080 -0.014 0.623
O -2.722 2.483 0.740 -0.511 1.760 -0.161
H -3.037 -3.536 -0.714 1.566 0.716 1.245
H -2.342 -3.814 0.840 0.286 -3.683 3.877
H -1.246 -3.082 -0.444 -0.664 -0.980 0.602
```
Forces are in eV/Å.

---

(4)
This record from the OMol25 dataset describes the molecule C5H11NO in a non-equilibrium geometry. The level of theory is ωB97M-V/def2-TZVPD.

* M: 101.1 g mol⁻¹
* energy above the lowest of the compared OMol25 structures with the same formula, charge and spin: 62.2 kcal per mole
* max |F|: 4.87 eV Å⁻¹
* charge: 0
* SMILES: CCN[C@@H](C)C=O

The geometry in XYZ format:
```
18
Properties=species:S:1:pos:R:3:forces:R:3
C -2.264 1.377 -0.712 1.796 0.501 1.293
C -1.526 0.155 0.016 0.437 1.884 -1.146
N -0.081 0.466 0.005 0.842 0.841 0.467
C 0.978 -0.577 -0.113 -0.158 0.960 4.774
C 2.465 -0.135 -0.291 -1.349 2.260 0.875
C 0.715 -1.623 1.053 -1.911 -2.424 -1.479
O -0.259 -2.419 1.022 2.681 2.709 0.046
H -3.347 1.207 -0.669 0.252 0.019 -0.821
H -1.715 1.569 -1.714 -1.538 -0.224 1.528
H -2.126 2.331 -0.003 0.016 -1.947 -1.649
H -1.669 -0.835 -0.357 -0.464 -0.442 -0.740
H -1.906 0.170 1.011 -0.251 -0.334 1.000
H 0.022 1.074 0.820 0.814 -0.248 -0.408
H 0.769 -1.096 -0.934 -1.169 -2.255 -3.528
H 2.520 0.337 -1.281 0.365 -0.589 0.071
H 2.781 0.697 0.385 -0.575 -0.527 -0.145
H 3.188 -0.902 -0.084 0.072 -0.699 -0.449
H 1.455 -1.797 1.844 0.141 0.515 0.309
```
Forces are in eV/Å.

---

(5)
This record from the OMol25 dataset describes a structure of composition C6H6ClN2O3S in a non-equilibrium geometry. The level of theory is ωB97M-V/def2-TZVPD.

* M: 221.6 g mol⁻¹
* energy above the lowest of the compared OMol25 structures with the same formula, charge and spin: 61.3 kcal per mole
* max |F|: 4.20 eV Å⁻¹
* charge: -1

The geometry in XYZ format:
```
19
Properties=species:S:1:pos:R:3:forces:R:3
C 0.718 2.088 -1.377 0.179 0.422 0.840
C 1.217 0.803 -1.198 -1.720 0.963 0.468
C -0.595 2.284 -0.960 1.977 -1.217 0.299
C -0.581 0.298 0.160 2.959 -0.119 -2.985
C -0.644 -1.981 1.374 -1.166 -1.650 1.134
C -0.904 -0.544 1.277 -3.483 0.761 2.187
N 0.621 -0.082 -0.476 -2.154 -1.157 1.574
N -1.224 1.369 -0.181 -0.867 1.652 -0.910
O -0.735 1.769 2.519 0.059 0.155 -0.196
O -1.193 -0.190 3.840 1.229 -0.501 0.014
O 1.034 0.137 2.664 -0.561 -0.519 0.489
S -0.413 0.381 2.758 0.168 1.112 1.083
Cl -3.173 -0.170 1.695 1.992 -0.782 -1.114
H 1.462 2.854 -1.641 -0.975 -0.066 -0.605
H 2.005 0.496 -1.779 2.302 -0.770 -0.922
H -0.995 3.207 -1.305 -1.304 0.480 0.419
H -1.175 -2.479 2.305 0.645 1.280 -2.072
H 0.397 -2.044 1.672 0.478 -0.144 -0.419
H -0.865 -2.497 0.419 0.241 0.100 0.714
```
Forces are in eV/Å.

---

(6)
This record from the OMol25 dataset describes the molecule C12H16ClOP in a non-equilibrium geometry. The level of theory is ωB97M-V/def2-TZVPD.

* M: 242.7 g mol⁻¹
* E_tot: -36561.6203 eV
* max |F|: 3.92 eV Å⁻¹
* charge: 0
* SMILES: C=C(CCCC)[P@](=O)(Cl)c1ccccc1

The geometry in XYZ format:
```
31
Properties=species:S:1:pos:R:3:forces:R:3
C -0.383 -0.589 -1.326 1.772 -2.188 -0.390
C 0.164 -0.403 -0.127 0.369 2.555 1.302
C 0.608 -1.438 0.873 0.399 -0.149 -0.171
C 0.147 -2.835 0.439 1.249 -0.246 3.704
C 0.617 -3.837 1.606 -1.783 2.352 0.069
C -0.556 -3.940 2.612 0.681 -0.222 -0.139
P 0.237 1.338 0.809 2.907 0.027 -1.407
O 1.469 1.720 1.613 -2.153 -1.232 -1.351
Cl -1.369 1.028 1.830 -2.064 -0.031 1.580
C -0.169 2.635 -0.394 3.029 -0.252 0.430
C 1.046 3.118 -0.946 1.412 -1.639 0.585
C 1.091 3.841 -2.107 -1.339 1.180 0.352
C -0.083 4.297 -2.687 -2.431 -2.026 1.354
C -1.328 3.816 -2.126 3.552 0.187 0.373
C -1.321 3.032 -0.982 -3.382 -0.874 -0.292
H -0.469 0.066 -2.166 -0.556 1.054 0.262
H -0.331 -1.650 -1.699 -0.503 0.984 0.508
H 1.728 -1.417 1.040 -1.122 0.202 -0.433
H 0.175 -1.160 1.858 0.234 -0.380 -0.455
H 0.592 -3.083 -0.472 0.358 -0.511 -1.576
H -0.920 -2.770 0.443 -0.755 -0.481 -0.586
H 1.534 -3.420 2.015 -0.101 0.121 0.475
H 0.873 -4.792 1.330 0.495 -2.258 -1.349
H -0.389 -4.533 3.533 0.072 0.518 -0.528
H -1.463 -4.279 2.136 -0.085 -0.870 -0.446
H -0.863 -2.944 2.804 -0.041 1.178 1.091
H 2.074 2.769 -0.587 -1.860 0.461 -0.001
H 2.034 4.143 -2.454 1.092 0.323 -0.705
H -0.134 4.819 -3.600 0.222 0.696 -0.872
H -2.249 3.847 -2.590 -1.666 0.922 -1.209
H -2.362 2.623 -0.678 1.999 0.601 -0.175
```
Forces are in eV/Å.

---

> max |F| of number 3 (C10H16N2O3)?

6.96 eV Å⁻¹